Model i:
Below is a cluster of 2 separate species, C9H14 in total, with properties calculated with ωB97M-V/def2-TZVPD.

The geometry in XYZ format:
```
23
Properties=species:S:1:pos:R:3:lowdin_charge:R:1
C 3.01723 -1.25775 0.03980 -0.191
C 2.89222 -1.18560 -1.49209 -0.151
H 2.03252 -1.42297 0.38296 0.006
H 3.98647 -1.84789 0.48782 0.114
H 3.32697 -0.23000 0.45614 0.077
H 1.87152 -0.79135 -1.45723 0.053
H 3.52017 -0.44735 -1.92613 0.057
H 2.81347 -2.13165 -1.88439 0.034
C -1.53971 -1.50215 -0.11239 -0.077
C -2.76788 2.12090 0.25707 -0.057
C -2.73018 0.72886 0.11737 -0.075
C -1.61492 2.58612 0.96438 -0.091
C -1.61020 -0.07055 0.32037 -0.314
C -0.39771 1.87663 0.87723 -0.083
C -0.43685 0.53972 0.65437 -0.092
H -3.67372 2.86255 0.29563 0.136
H -3.50487 0.03158 -0.22571 0.107
H -1.68748 3.58575 1.27548 0.072
H 0.59295 2.39176 1.13026 0.131
H -0.55319 -1.79916 -0.52359 0.055
H -2.25068 -1.62455 -1.01721 0.094
H 0.46044 0.04454 0.73893 0.065
H -1.74658 -2.45746 0.64093 0.132
```

Values from the calculation:
Structure (SMILES): Cc1ccccc1.CC
Orbital gap (eV): 9.8015
E_HOMO (eV): -8.9

***

Model ii:
Below is a cluster of 2 separate species, C9H14 in total, with properties calculated with ωB97M-V/def2-TZVPD.

The geometry in XYZ format:
```
23
Properties=species:S:1:pos:R:3:lowdin_charge:R:1
C -1.36441 1.64754 2.06387 -0.071
C 0.99490 1.24802 1.14527 -0.034
C -0.32706 1.73384 0.98214 -0.267
C 1.83466 1.23317 -0.00201 -0.089
C -0.75989 2.23334 -0.25917 -0.064
C 1.32661 1.55989 -1.25870 -0.116
C 0.01322 1.99068 -1.34380 -0.116
H 1.31395 0.78375 2.07788 0.107
H 2.85491 0.85417 -0.01558 0.097
H -1.20776 0.87333 2.80831 0.068
H -2.37985 1.39861 1.72197 0.081
H -1.73304 2.66348 -0.40262 0.109
H 1.93979 1.17954 -2.05849 0.097
H -0.09168 2.34001 -2.38869 0.114
H -1.40845 2.54154 2.69301 0.080
C 0.12969 -3.37014 -1.34543 -0.177
C -0.38737 -2.70180 -0.06245 -0.167
H 0.73863 -4.26993 -1.16018 0.060
H -0.68857 -3.71780 -2.00249 0.065
H 0.80758 -2.69658 -1.87082 0.052
H 0.25888 -1.88997 0.28289 0.050
H -0.56464 -3.51850 0.62837 0.057
H -1.30010 -2.11617 -0.23329 0.061
```

Values from the calculation:
Structure (SMILES): Cc1ccccc1.CC
Orbital gap (eV): 9.9859
E_HOMO (eV): -9.0

***

Short version: model ii, model i, most stable first.

***

Model i:
Below is a cluster of 2 separate species, C9H14 in total, with properties calculated with ωB97M-V/def2-TZVPD.

The geometry in XYZ format:
```
23
Properties=species:S:1:pos:R:3:lowdin_charge:R:1
C -1.58316 -2.01285 -1.24618 -0.062
C 0.68526 -2.18995 -0.16892 -0.053
C -0.24680 -1.45393 -0.88566 -0.288
C 1.91032 -1.63958 0.20380 -0.085
C 0.05922 -0.13578 -1.22130 -0.074
C 2.19612 -0.32605 -0.13752 -0.092
C 1.25680 0.43233 -0.82756 -0.108
H 0.51226 -3.21093 0.15367 0.109
H 2.67469 -2.25768 0.65169 0.099
H -1.90173 -1.63705 -2.22362 0.078
H -2.38940 -1.75812 -0.55368 0.081
H -0.58530 0.39799 -1.91168 0.116
H 3.18299 0.08306 0.03500 0.100
H 1.50589 1.47594 -0.96722 0.099
H -1.67974 -3.09461 -1.32489 0.075
C -0.87685 1.59754 1.76943 -0.151
C -0.46037 2.74251 0.83399 -0.158
H -1.86451 1.75645 2.20465 0.058
H -0.96229 0.66459 1.21105 0.043
H -0.19601 1.40101 2.59456 0.062
H -0.33146 2.41805 -0.19012 0.028
H 0.39637 3.30904 1.19374 0.065
H -1.30229 3.43801 0.80676 0.059
```

Values from the calculation:
Structure (SMILES): Cc1ccccc1.CC
Orbital gap (eV): 10.1196
E_HOMO (eV): -9.1

***

Model ii:
Below is a cluster of 2 separate species, C9H14 in total, with properties calculated with ωB97M-V/def2-TZVPD.

The geometry in XYZ format:
```
23
Properties=species:S:1:pos:R:3:lowdin_charge:R:1
C 1.43353 2.09809 -0.43591 -0.061
C -0.79555 1.83309 0.71253 -0.051
C 0.13517 1.38585 -0.23605 -0.279
C -1.95733 1.12022 0.92393 -0.093
C -2.26484 0.01459 0.13645 -0.096
C -0.14492 0.23189 -0.95500 -0.075
C -1.30487 -0.49929 -0.72443 -0.091
H -0.49962 2.63532 1.37840 0.109
H -2.66568 1.34424 1.71641 0.102
H 1.38821 2.84841 -1.22512 0.080
H 2.22023 1.41560 -0.78619 0.077
H -3.15283 -0.57756 0.29150 0.096
H 0.55555 -0.08567 -1.69826 0.101
H -1.42480 -1.49259 -1.13401 0.100
H 1.88629 2.58549 0.42668 0.077
C 1.77662 -2.64402 -0.52448 -0.172
C 1.75185 -2.45764 0.98895 -0.148
H 2.60031 -2.27273 -1.11653 0.060
H 1.70163 -3.70545 -0.75551 0.060
H 0.87498 -2.26818 -1.00957 0.027
H 2.77012 -2.51022 1.36038 0.061
H 1.19677 -1.57173 1.29664 0.055
H 1.18374 -3.27198 1.43065 0.060
```

Values from the calculation:
Structure (SMILES): Cc1ccccc1.CC
Orbital gap (eV): 10.0759
E_HOMO (eV): -9.0

***

Short version: model i, model ii, most stable first.

***

Model i:
Below is a cluster of 2 separate species, C9H14 in total, with properties calculated with ωB97M-V/def2-TZVPD.

The geometry in XYZ format:
```
23
Properties=species:S:1:pos:R:3:lowdin_charge:R:1
C 1.15678 -0.97414 -1.77586 -0.064
C 1.59982 -0.61426 2.06646 -0.052
C 1.91907 -0.77106 0.67377 -0.040
C 0.16965 -0.70683 2.32926 -0.081
C 0.88302 -0.86074 -0.30152 -0.290
C -0.80823 -0.73551 1.30482 -0.097
C -0.47487 -0.85476 -0.01684 -0.090
H 2.27240 -0.40676 2.92005 0.101
H 2.94998 -0.67565 0.40606 0.087
H 0.00075 -0.74439 3.39282 0.081
H -1.85604 -0.69234 1.51652 0.093
H 0.63100 -1.78296 -2.21577 0.062
H 2.27204 -1.11100 -1.90952 0.097
H -1.09991 -0.95362 -0.90782 0.113
H 0.76654 -0.04576 -2.22387 0.073
C -1.43671 2.62501 -0.99235 -0.183
C -2.22077 1.75678 -1.95677 -0.177
H -1.93649 3.59720 -0.74541 0.079
H -1.33819 2.04391 -0.10896 0.029
H -0.38668 2.78121 -1.27036 0.068
H -1.42888 0.99700 -2.34000 0.078
H -2.40974 2.27912 -2.93795 0.071
H -3.16340 1.52707 -1.56168 0.042
```

Values from the calculation:
Structure (SMILES): Cc1ccccc1.CC
Orbital gap (eV): 9.8137
E_HOMO (eV): -8.8

***

Model ii:
Below is a cluster of 2 separate species, C9H14 in total, with properties calculated with ωB97M-V/def2-TZVPD.

The geometry in XYZ format:
```
23
Properties=species:S:1:pos:R:3:lowdin_charge:R:1
C -1.22590 2.13428 0.91901 -0.155
C -1.25294 1.62174 2.34959 -0.161
H -2.15871 2.59996 0.61548 0.067
H -0.31096 2.66331 0.67711 0.068
H -1.15674 1.25140 0.26224 0.014
H -2.12179 1.97206 2.90873 0.061
H -0.38430 1.98472 2.91584 0.063
H -1.14802 0.53652 2.41163 0.050
C -1.35285 -1.63287 -0.07286 -0.048
C 2.50202 -0.36465 -1.71026 -0.088
C 2.44583 -1.49882 -0.90077 -0.084
C 1.26413 0.23447 -1.96898 -0.097
C 1.18677 -1.98937 -0.41091 -0.046
C 0.05466 -0.12808 -1.42368 -0.075
C 0.01932 -1.30675 -0.66570 -0.269
H 3.45367 0.01790 -2.04978 0.097
H 3.30601 -1.88839 -0.36791 0.094
H 1.36267 1.06716 -2.65473 0.099
H 1.44415 -2.68450 0.37398 0.102
H -0.81186 0.50403 -1.51041 0.096
H -1.70592 -2.60743 -0.40133 0.076
H -2.04868 -0.84125 -0.32324 0.062
H -1.36059 -1.64544 1.02693 0.075
```

Values from the calculation:
Structure (SMILES): Cc1ccccc1.CC
Orbital gap (eV): 10.2003
E_HOMO (eV): -9.1

***

Model iii:
Below is a cluster of 2 separate species, C9H14 in total, with properties calculated with ωB97M-V/def2-TZVPD.

The geometry in XYZ format:
```
23
Properties=species:S:1:pos:R:3:lowdin_charge:R:1
C 2.14750 -0.93930 -0.21360 -0.052
C 0.82592 -0.48377 -0.76201 -0.316
C 0.67071 0.75624 -1.35240 -0.062
C -0.27542 -1.32004 -0.70865 -0.071
C -0.57706 1.21949 -1.76150 -0.088
C -1.51582 -0.89878 -1.19729 -0.084
C -1.66501 0.36498 -1.75008 -0.097
H 2.47631 -0.26763 0.57536 0.066
H 2.90160 -0.76739 -0.99371 0.082
H 1.54432 1.34524 -1.59585 0.112
H -0.28087 -2.28250 -0.22244 0.108
H -0.67640 2.17921 -2.22865 0.096
H -2.23488 -1.70145 -1.20530 0.097
H -2.63839 0.71620 -2.07076 0.099
H 2.18027 -1.99636 -0.00353 0.076
C -0.21340 0.93218 3.62531 -0.174
C 0.16133 0.21832 2.31532 -0.158
H 0.37240 1.84764 3.75781 0.061
H -1.27060 1.16359 3.71745 0.057
H 0.02518 0.35437 4.52689 0.060
H -0.23780 -0.79509 2.34859 0.070
H -0.21291 0.83834 1.51165 0.064
H 1.24190 0.10304 2.33260 0.053
```

Values from the calculation:
Structure (SMILES): Cc1ccccc1.CC
Orbital gap (eV): 10.0439
E_HOMO (eV): -9.0

***

Model iv:
Below is a cluster of 2 separate species, C9H14 in total, with properties calculated with ωB97M-V/def2-TZVPD.

The geometry in XYZ format:
```
23
Properties=species:S:1:pos:R:3:lowdin_charge:R:1
C -0.17060 -1.72510 -2.26894 -0.032
C -0.35384 -1.59987 -0.72756 -0.258
C 0.72867 -1.92211 0.10392 -0.060
C -1.55166 -1.25581 -0.07881 -0.061
C 0.50977 -1.92686 1.50162 -0.047
C -1.78180 -1.20321 1.28002 -0.104
C -0.75665 -1.51210 2.12930 -0.059
H 0.41113 -0.81034 -2.53256 0.085
H -1.07890 -1.87286 -2.74675 0.044
H 1.64355 -2.16849 -0.36761 0.093
H -2.34564 -0.93150 -0.73130 0.103
H 1.37730 -2.09998 2.09744 0.077
H -2.57119 -0.79266 1.66687 0.047
H -0.80129 -1.20112 3.14721 0.088
H 0.63847 -2.43582 -2.53305 0.081
C 0.64137 2.11704 -0.17782 -0.127
C 0.74747 3.64830 0.21413 -0.167
H 0.32791 1.50957 0.56310 0.007
H -0.05863 1.87259 -0.92020 0.037
H 1.70717 2.13684 -0.53785 0.090
H 0.03862 4.28430 0.91672 0.101
H 1.74624 3.74403 0.66723 0.050
H 0.95253 4.14517 -0.66513 0.012
```

Values from the calculation:
Structure (SMILES): Cc1ccccc1.CC
Orbital gap (eV): 9.7989
E_HOMO (eV): -8.8

***

Short version: model iii, model ii, model i, model iv, most stable first.